[1]
Below is a 17-piece molecular cluster, C16H66O25 overall at a distorted geometry, with properties calculated with ωB97M-V/def2-TZVPD.

HOMO energy: -9.03 eV
Max |F|: 4.75 eV/A
Electronic energy: -68845.0487 eV
HOMO-LUMO gap: 9.1 eV
Molecular weight: 658.7 g mol⁻¹

```
! wB97M-V def2-TZVPD RIJCOSX def2/J DEFGRID3
* xyz 0 1
O 0.86893 3.10036 -2.04464
H 1.30093 3.84436 -2.48164
H 1.19893 2.31636 -2.49064
O -3.51807 2.04836 0.91036
H -2.98907 2.16536 1.69736
H -3.42207 2.75936 0.27536
O 2.21193 3.30136 0.30536
H 2.53893 2.37236 0.45736
H 1.75693 3.19936 -0.51864
O -0.59407 0.62636 -3.08964
H -0.97507 -0.18564 -3.08664
H -0.82707 1.06136 -2.25964
O 3.68393 1.04836 0.25436
H 3.50593 0.30736 -0.34164
H 4.56593 1.39936 0.06836
O -3.40207 -0.04464 -2.59164
H -3.83407 -0.11364 -1.74864
H -3.47207 -0.93464 -2.90764
O 3.30993 -1.46064 -1.03364
H 3.86593 -2.16464 -0.74664
H 2.98493 -1.60364 -1.92064
O -3.55007 3.66536 -1.19464
H -2.87907 3.76436 -1.91664
H -4.37607 4.00436 -1.48664
O 4.15693 -1.12864 1.87736
H 5.01093 -0.70664 1.97936
H 3.67593 -0.46564 1.45736
C -0.92707 0.09036 -0.15764
C 0.56493 0.07336 -0.12364
O 0.85693 -1.27564 0.01636
O -1.34907 1.42536 -0.47664
H -1.38407 -0.20264 0.76536
H -1.34707 -0.57764 -0.90464
H 0.98893 0.55536 0.71336
H 1.06893 0.50636 -1.03964
H 1.78893 -1.39664 -0.16164
H -2.23007 1.67836 -0.15464
C -1.53607 6.64036 -0.36264
C -1.67607 5.67036 0.75336
O -0.94207 4.46436 0.54536
O -2.26507 7.81336 -0.13464
H -1.76507 6.22336 -1.31664
H -0.47007 6.95936 -0.41564
H -2.74607 5.45836 0.85736
H -1.38107 6.16936 1.66136
H -1.30307 3.93336 -0.18764
H -3.21007 7.61536 -0.22364
C -1.10407 -2.71264 2.74036
C 0.27393 -2.96964 3.34936
O 1.29993 -2.16864 2.71336
O -0.89207 -3.07064 1.39136
H -1.41007 -1.69864 2.82536
H -1.80407 -3.36864 3.24836
H 0.49593 -4.02464 3.21236
H 0.33893 -2.88564 4.43936
H 1.26693 -1.21864 2.83236
H -0.21807 -2.51364 1.00236
C 1.45593 -5.54364 1.05136
C 2.65493 -4.95964 1.75936
O 2.81493 -3.71164 1.10736
O 1.16993 -6.71664 1.61736
H 1.81093 -5.79464 0.01036
H 0.62093 -4.86264 0.85636
H 3.53493 -5.57664 1.77536
H 2.41493 -4.64664 2.79636
H 2.22893 -3.05064 1.53436
H 1.86493 -7.33964 1.38136
C -0.08707 0.98636 3.29636
C -0.05907 2.45736 2.92536
O -1.36607 2.94836 2.74536
O 1.26593 0.63436 3.41436
H -0.56907 0.34236 2.56336
H -0.57107 0.82036 4.22636
H 0.50393 2.68536 2.01536
H 0.51693 2.95336 3.75436
H -1.22007 3.73636 2.18936
H 1.84293 1.30236 3.80436
C 0.07693 -4.03964 -2.07464
C -1.21907 -3.27064 -2.44164
O -0.96907 -2.26264 -3.36964
O 0.50293 -4.65564 -3.29864
H -0.03707 -4.91764 -1.39964
H 0.87893 -3.52664 -1.57864
H -1.63407 -2.92064 -1.50964
H -1.99207 -3.93264 -2.84864
H -0.84207 -2.60664 -4.26864
H 1.33793 -5.16364 -3.11864
C 3.81993 1.49836 -3.34464
C 4.07393 2.93336 -2.93564
O 5.45793 3.17236 -2.68864
O 2.44593 1.33636 -3.43864
H 4.12593 0.75236 -2.63964
H 4.33993 1.28236 -4.28464
H 3.56893 3.03136 -1.94364
H 3.55093 3.59036 -3.63364
H 5.45493 4.05236 -2.45164
H 2.18193 0.50636 -3.82164
C -3.96907 -1.71564 0.16136
C -4.85507 -2.11764 1.40336
O -5.12107 -3.51964 1.58036
O -4.41607 -0.47464 -0.20364
H -4.12707 -2.38264 -0.66564
H -2.90807 -1.79064 0.23836
H -5.87807 -1.66664 1.29836
H -4.36307 -1.60164 2.19636
H -5.76407 -3.82864 0.95336
H -4.33307 0.20636 0.47436
*
```

These are the Mulliken partial charges, in e, on atoms 1 to 6:
1. O -0.62
2. H 0.27
3. H 0.14
4. O -0.77
5. H 0.34
6. H 0.14


[2]
Below is a 2-piece molecular cluster, C4H8O2 overall, with properties calculated with ωB97M-V/def2-TZVPD.

HOMO energy: -8.91 eV
Max |F|: 0.44 eV/A
Electronic energy: -8368.7301 eV
HOMO-LUMO gap: 9.9 eV
Molecular weight: 88.1 g mol⁻¹

```
! wB97M-V def2-TZVPD RIJCOSX def2/J DEFGRID3
* xyz 0 1
C 0.50306 -1.51238 0.72432
C -0.44137 -0.39100 0.33129
C -0.21876 1.02094 0.83962
O -0.47422 1.78383 -0.18632
C -0.85686 1.00542 -1.36970
O -0.47949 -0.28711 -1.09743
H 0.71989 -1.48474 1.79563
H 0.04890 -2.47770 0.48350
H 1.44147 -1.43089 0.16838
H -1.45277 -0.60390 0.72898
H 1.64683 1.09668 0.98182
H 2.02613 0.79049 0.40668
H -1.94303 1.13898 -1.45814
H -0.32990 1.39339 -2.24380
*
```

These are the Mulliken partial charges, in e, on atoms 1 to 6:
1. C -1.40
2. C 0.67
3. C -0.47
4. O -0.15
5. C -0.16
6. O -0.38


[3]
Below is C18H72KN4O16 as an isolated structure at a distorted geometry, with properties calculated with ωB97M-V/def2-TZVPD.

HOMO energy: -11.23 eV
Max |F|: 2.22 eV/A
Electronic energy: -74875.2260 eV
HOMO-LUMO gap: 9.3 eV
Molecular weight: 639.9 g mol⁻¹

```
! wB97M-V def2-TZVPD RIJCOSX def2/J DEFGRID3
* xyz 1 1
K -17.80351 -10.21429 -12.76009
C -17.84650 -8.32131 -8.70270
C -19.18624 -8.24484 -9.39217
O -19.62709 -9.35349 -10.19268
H -17.01329 -8.34692 -9.42002
H -17.79044 -9.23874 -8.16233
H -17.65427 -7.55388 -7.95326
H -19.19768 -7.42731 -10.13671
H -19.94003 -7.96060 -8.71269
H -19.69560 -10.13199 -9.62717
C -23.12084 -6.98125 -11.60610
C -23.31815 -8.45861 -11.42077
C -24.49897 -8.95431 -12.22155
O -24.75883 -10.25566 -11.63613
C -25.78902 -10.95582 -12.27974
N -22.11393 -9.19763 -11.81050
H -23.97162 -6.44008 -11.28206
H -22.91014 -6.74244 -12.66278
H -22.28489 -6.57050 -11.04354
H -23.60142 -8.78103 -10.46079
H -24.33755 -8.93601 -13.32352
H -25.39342 -8.38302 -11.97401
H -26.82089 -10.59647 -12.22754
H -25.82540 -11.96042 -11.84801
H -25.53432 -11.02161 -13.31665
H -21.31583 -9.13022 -11.16289
H -22.44304 -10.15016 -11.85077
C -14.90223 -11.72472 -5.99019
C -15.98802 -11.39857 -7.07873
C -15.51925 -11.94775 -8.37707
O -16.49517 -11.78398 -9.37765
C -15.91298 -11.83827 -10.71167
N -17.36721 -11.94697 -6.80116
H -14.86944 -12.75599 -5.61098
H -15.00850 -10.95353 -5.12447
H -13.87099 -11.56473 -6.45784
H -16.13593 -10.28293 -7.12663
H -15.35356 -13.00291 -8.09888
H -14.61330 -11.47723 -8.65556
H -16.71841 -12.04562 -11.40566
H -15.16792 -12.71679 -10.73814
H -15.46866 -10.81117 -10.91958
H -17.37013 -12.91288 -6.55309
H -17.79173 -11.52174 -5.93198
C -15.49434 -7.94406 -15.82272
C -16.24314 -7.04180 -16.72849
C -16.03824 -7.46963 -18.21292
O -16.70749 -6.45731 -18.96330
C -16.95676 -6.78455 -20.32617
N -17.69055 -7.05998 -16.35465
H -15.80647 -7.69179 -14.77630
H -14.44701 -7.72932 -16.01624
H -15.62158 -8.95462 -16.10618
H -15.85675 -6.04539 -16.46539
H -16.53900 -8.47440 -18.42315
H -14.94881 -7.60087 -18.51387
H -16.08245 -6.94600 -20.96918
H -17.51773 -5.93552 -20.77364
H -17.64872 -7.62692 -20.43205
H -18.11215 -8.00978 -16.45810
H -18.09549 -6.52568 -17.16326
C -21.29861 -17.06723 -7.50187
C -19.91927 -16.95915 -8.26912
C -19.50092 -15.50814 -8.45673
O -20.37321 -14.64334 -9.25089
C -20.35030 -14.90662 -10.65642
N -18.93313 -17.82835 -7.52566
H -21.58112 -18.10979 -7.31280
H -22.09357 -16.64128 -8.05384
H -21.18489 -16.51612 -6.57106
H -19.91943 -17.46816 -9.25114
H -18.50636 -15.51561 -8.84575
H -19.39478 -15.01723 -7.47991
H -19.30874 -14.75576 -11.05084
H -20.99195 -14.08067 -11.00566
H -20.77605 -15.88592 -10.87271
H -18.81214 -17.47977 -6.56996
H -18.05910 -17.61352 -7.97592
O -11.34015 -10.87613 -8.65909
H -10.69093 -11.39213 -9.12803
H -10.85746 -10.04226 -8.40426
O -18.58087 -6.33180 -13.93113
H -18.32513 -6.43878 -14.94301
H -18.91818 -5.48400 -13.64646
O -20.13953 -8.49892 -13.67615
H -19.73784 -7.60122 -13.80863
H -21.07754 -8.41551 -13.38705
O -14.06474 -7.42412 -11.45966
H -13.82895 -6.52437 -11.63407
H -14.92418 -7.56836 -11.87925
O -18.95077 -12.35365 -9.79883
H -19.53923 -12.93366 -9.36823
H -18.15341 -12.23496 -9.24351
O -21.92795 -11.78825 -14.01717
H -22.65772 -12.32547 -13.63051
H -22.35637 -11.05196 -14.47689
O -19.67011 -11.89023 -12.51477
H -19.58584 -12.00203 -11.55060
H -20.56366 -11.90097 -12.84598
O -18.81625 -10.05176 -15.41084
H -19.50508 -9.48689 -14.93003
H -19.09683 -10.98667 -15.45950
O -14.97892 -11.11014 -13.25931
H -14.21193 -10.68527 -12.83657
H -14.77234 -11.15390 -14.18991
O -13.19011 -10.20071 -11.30648
H -12.77647 -10.49548 -10.44798
H -13.22932 -9.21397 -11.27615
O -16.80525 -7.67706 -12.22635
H -17.15836 -7.20101 -11.48204
H -17.30967 -7.27695 -13.00695
*
```

These are the Mulliken partial charges, in e, on atoms 1 to 6:
1. K 0.88
2. C -0.65
3. C -0.50
4. O -0.28
5. H 0.07
6. H -0.06


[4]
Below is C22H33N5Si2TeZn as an isolated structure at a distorted geometry, with properties calculated with ωB97M-V/def2-TZVPD.

HOMO energy: -13.77 eV
Max |F|: 4.24 eV/A
Electronic energy: -102252.9400 eV
HOMO-LUMO gap: 6.8 eV
Molecular weight: 616.7 g mol⁻¹

```
! wB97M-V def2-TZVPD RIJCOSX def2/J DEFGRID3
* xyz 2 1
Zn 0.62643 -1.35348 -0.05425
N -3.69308 -2.04972 -0.92697
C -2.40760 -1.67720 -1.05961
N -1.48476 -2.04868 -0.20026
C -1.89110 -2.70354 0.94697
N -1.05723 -2.83759 1.98266
N 0.15728 -2.47320 1.66678
C 1.30276 -2.88032 2.17130
C 2.47672 -2.85489 1.29074
C 3.70269 -3.43284 1.67733
C 4.72072 -3.40494 0.77911
C 4.53703 -2.89540 -0.55111
C 3.25287 -2.39337 -0.89053
N 2.29359 -2.31270 0.04360
C -3.27934 -2.95960 1.27278
C -3.74579 -3.65714 2.39969
C -5.04947 -4.06716 2.46248
C -5.96420 -3.62801 1.54190
C -5.57627 -2.79452 0.46455
C -4.21093 -2.62267 0.23779
H -4.36627 -1.91097 -1.65926
H -2.11181 -1.15265 -1.97854
H 1.35299 -3.23129 3.17788
H 3.80837 -3.73991 2.69136
H 5.64140 -3.90016 1.16974
H 5.36336 -3.10387 -1.25480
H 3.08022 -2.04485 -1.87311
H -2.99747 -3.81563 3.21668
H -5.37326 -4.61171 3.35140
H -7.01454 -3.83871 1.63586
H -6.25689 -2.35033 -0.27279
C 3.59015 3.60786 -3.07548
Si 3.44159 2.57718 -1.54842
C 4.45224 1.00780 -1.74257
C 4.10144 3.57650 -0.18197
C 1.59789 1.95231 -1.44788
Te 1.21526 1.15673 0.60271
C -0.30802 2.76087 1.06903
Si -2.01753 2.81863 0.17977
C -1.95594 2.31825 -1.60737
C -3.09868 1.61009 0.97227
C -2.63221 4.58241 0.36652
H 4.56926 3.53907 -3.57699
H 3.46518 4.61072 -2.69353
H 2.90821 3.29938 -3.89542
H 5.45708 1.37667 -1.69292
H 4.29806 0.52052 -2.70095
H 4.29895 0.23663 -0.93520
H 4.94661 4.22798 -0.52194
H 4.49374 2.93193 0.66782
H 3.33761 4.23161 0.26182
H 1.65623 1.03588 -2.10271
H 0.79919 2.62611 -1.83274
H 0.18905 3.73401 0.90735
H -0.29259 2.62391 2.18990
H -1.42163 1.38378 -1.82957
H -1.50417 3.08873 -2.28479
H -3.07072 2.22522 -1.88901
H -3.22477 0.62505 0.52405
H -4.07455 2.08448 1.10140
H -2.67965 1.46236 1.96830
H -2.00376 5.15803 1.09638
H -3.64588 4.68856 0.82836
H -2.72409 5.06781 -0.63558
*
```

These are the Mulliken partial charges, in e, on atoms 1 to 6:
1. Zn 0.08
2. N 0.08
3. C -0.30
4. N -0.51
5. C 0.19
6. N -0.59


Repeat the second record exactly.
Below is a 2-piece molecular cluster, C4H8O2 overall, with properties calculated with ωB97M-V/def2-TZVPD.

HOMO energy: -8.91 eV
Max |F|: 0.44 eV/A
Electronic energy: -8368.7301 eV
HOMO-LUMO gap: 9.9 eV
Molecular weight: 88.1 g mol⁻¹

```
! wB97M-V def2-TZVPD RIJCOSX def2/J DEFGRID3
* xyz 0 1
C 0.50306 -1.51238 0.72432
C -0.44137 -0.39100 0.33129
C -0.21876 1.02094 0.83962
O -0.47422 1.78383 -0.18632
C -0.85686 1.00542 -1.36970
O -0.47949 -0.28711 -1.09743
H 0.71989 -1.48474 1.79563
H 0.04890 -2.47770 0.48350
H 1.44147 -1.43089 0.16838
H -1.45277 -0.60390 0.72898
H 1.64683 1.09668 0.98182
H 2.02613 0.79049 0.40668
H -1.94303 1.13898 -1.45814
H -0.32990 1.39339 -2.24380
*
```

These are the Mulliken partial charges, in e, on atoms 1 to 6:
1. C -1.40
2. C 0.67
3. C -0.47
4. O -0.15
5. C -0.16
6. O -0.38


The highest HOMO energy belongs to which entry?
C4H8O2


Which of these has the lowest HOMO-LUMO gap?
C22H33N5Si2TeZn


Number 3 is which compound?
C18H72KN4O16